Formula: C12H10F3NS
Source: the Open Molecules 2025 dataset
Level of theory: wB97M-V/def2-TZVPD

The geometry in ORCA input format:
```
! RIJCOSX wB97M-V def2-TZVPD def2/J DEFGRID3
* xyz 0 1
N 4.97 -0.63 3.59
C 3.95 -0.70 2.92
C 2.64 -0.59 2.33
C 2.75 -0.09 1.05
C 1.66 0.07 0.24
C 0.38 -0.20 0.70
S -1.08 -0.03 -0.29
C -0.64 1.05 -1.77
C -0.19 2.50 -1.51
C -1.60 2.98 -1.83
C -1.92 1.63 -2.43
C 0.28 -0.70 1.96
C 1.37 -0.88 2.84
C 1.19 -1.29 4.34
F -0.13 -1.36 4.47
F 1.70 -0.39 5.21
F 1.79 -2.51 4.63
H 3.67 0.44 0.63
H 1.87 0.28 -0.82
H 0.07 0.49 -2.51
H 0.06 2.52 -0.50
H 0.73 2.69 -2.10
H -2.29 3.33 -1.03
H -1.47 3.84 -2.51
H -2.81 1.12 -2.14
H -1.93 1.71 -3.50
H -0.73 -1.00 2.32
*
```

Computed properties:
structure (SMILES): N#Cc1ccc(SC2CCC2)cc1C(F)(F)F
LUMO: -0.0091 Ha
HOMO-LUMO gap: 0.318 Ha
maximum force: 7.04 eV Å⁻¹
electronic energy: -1215.73378 Eh

Atomic partial charges in e from the natural (NBO) method, atoms 1 to 6:
1 N -0.282
2 C 0.270
3 C -0.171
4 C -0.148
5 C -0.215
6 C -0.184

***

Formula: H6KO3
Source: the Open Molecules 2025 dataset
Level of theory: wB97M-V/def2-TZVPD

The geometry in ORCA input format:
```
! RIJCOSX wB97M-V def2-TZVPD def2/J DEFGRID3
* xyz 1 1
K -3.26 18.14 16.92
O -2.39 17.09 18.29
H -1.90 16.32 18.59
H -3.29 16.93 18.58
O -4.50 19.40 17.61
H -4.55 20.01 18.35
H -5.35 18.95 17.62
O -2.54 19.70 16.13
H -3.40 20.09 15.97
H -2.07 19.79 15.31
*
```

Computed properties:
LUMO: -0.1435 Ha
HOMO-LUMO gap: 0.441 Ha
maximum force: 11.02 eV Å⁻¹
electronic energy: -828.84764 Eh

Atomic partial charges in e from the Löwdin method, atoms 1 to 6:
1 K 1.171
2 O -0.214
3 H 0.092
4 H 0.043
5 O -0.210
6 H 0.108